Record 1
{
  "formula": "C30H27Cl2NO2S",
  "method": "the ωB97M-V functional and the def2-TZVPD basis",
  "species": ["Cl", "C", "C", "C", "C", "S", "C", "Cl", "O", "O", "C", "C", "H", "H", "H", "H", "H", "C", "C", "C", "C", "C", "N", "C", "C", "C", "C", "C", "C", "C", "C", "C", "C", "C", "C", "C", "C", "C", "C", "C", "C", "H", "H", "H", "H", "H", "H", "H", "H", "H", "H", "H", "H", "H", "H", "H", "H", "H", "H", "H", "H", "H", "H"],
  "coordinates": [[-5.5746, -0.1869, 2.9383], [-3.8779, -0.1907, 2.6431], [-3.1921, -1.3930, 2.5937], [-1.8373, -1.3935, 2.3384], [-1.1745, -0.2014, 2.1435], [0.5868, -0.2262, 1.7938], [1.2277, 0.0624, 3.4358], [2.9138, 0.1421, 3.6518], [0.9373, -1.6366, 1.3896], [0.8955, 1.0127, 0.9909], [-1.8531, 0.9979, 2.1949], [-3.2082, 1.0068, 2.4508], [-3.7321, -2.3145, 2.7385], [-1.2837, -2.3180, 2.2774], [0.5747, 0.2037, 4.2642], [-1.3164, 1.9181, 2.0222], [-3.7626, 1.9304, 2.4878], [2.6672, -2.0138, -3.0130], [3.4666, -1.1720, -3.7596], [4.7468, -0.8820, -3.3379], [5.2427, -1.4255, -2.1617], [6.6434, -1.1386, -1.7319], [6.8245, -1.2239, -0.2694], [7.8600, -2.1558, 0.2328], [8.8855, -1.4554, 1.0679], [9.3753, -2.0117, 2.2411], [10.2875, -1.3226, 3.0141], [10.7199, -0.0700, 2.6250], [10.2251, 0.5000, 1.4715], [9.3203, -0.1933, 0.6966], [6.2276, -0.3084, 0.5504], [6.3079, -0.3650, 1.9278], [6.0476, 0.6875, 2.7830], [6.2215, 0.6313, 4.1949], [6.2698, 1.8222, 4.9429], [6.4771, 1.7947, 6.3019], [6.6285, 0.5854, 6.9589], [6.5801, -0.6011, 6.2467], [6.3875, -0.5860, 4.8869], [4.4308, -2.2691, -1.4211], [3.1484, -2.5579, -1.8394], [1.6720, -2.2514, -3.3502], [3.0939, -0.7502, -4.6792], [5.3749, -0.2287, -3.9204], [7.3195, -1.8339, -2.2365], [6.9298, -0.1353, -2.0588], [7.3717, -2.9460, 0.8087], [8.3583, -2.6456, -0.6075], [9.0141, -2.9739, 2.5643], [10.6583, -1.7551, 3.9288], [11.4412, 0.4631, 3.2219], [10.5320, 1.4923, 1.1808], [8.8975, 0.2604, -0.1832], [5.7519, 0.5364, 0.0875], [6.6960, -1.2703, 2.3526], [5.7841, 1.6387, 2.3550], [6.1728, 2.7644, 4.4315], [6.5267, 2.7166, 6.8571], [6.7802, 0.5666, 8.0261], [6.6899, -1.5434, 6.7608], [6.3368, -1.5143, 4.3471], [4.8115, -2.6902, -0.5059], [2.5247, -3.2136, -1.2535]],
  "atomic_forces_ev_per_a": [[-0.350, 0.012, 0.071], [0.549, -0.019, -0.058], [-0.400, -0.049, 0.027], [0.193, -0.311, 0.005], [0.550, -0.116, -0.329], [1.919, 0.605, 2.245], [-0.906, -0.445, -1.959], [0.443, -0.226, -0.100], [-0.618, 2.900, -0.516], [-0.544, -3.001, 0.266], [0.226, 0.298, -0.049], [-0.385, 0.055, 0.036], [-0.028, -0.138, 0.031], [0.052, -0.072, -0.003], [-0.293, 0.149, 0.236], [0.059, 0.070, -0.023], [-0.020, 0.145, 0.007], [-0.171, -0.083, -0.054], [-0.045, -0.005, -0.224], [0.275, 0.095, 0.119], [-0.536, -0.124, -0.102], [0.104, 0.473, 0.216], [-0.082, 0.831, 0.313], [-0.677, -0.109, 0.251], [0.322, 0.250, 0.305], [-0.226, -0.073, -0.234], [0.180, -0.020, 0.130], [0.191, 0.032, 0.216], [0.034, 0.198, -0.189], [-0.070, -0.096, -0.052], [1.130, -1.258, -0.992], [-0.025, 0.033, 0.624], [-0.105, -0.373, -0.842], [0.205, -0.069, 0.847], [0.010, -0.272, -0.312], [0.035, 0.132, 0.044], [-0.001, -0.060, 0.089], [0.044, -0.116, 0.196], [-0.187, 0.336, -0.464], [0.188, 0.043, 0.085], [-0.155, -0.209, 0.061], [-0.177, 0.009, -0.004], [-0.043, 0.097, -0.109], [0.109, 0.198, -0.166], [0.080, 0.033, 0.370], [0.024, 0.043, -0.055], [0.053, -0.072, 0.065], [-0.338, 0.184, -0.107], [-0.056, -0.255, 0.068], [0.038, -0.103, 0.128], [0.069, 0.096, 0.143], [0.077, 0.105, -0.058], [0.022, 0.180, -0.248], [-0.335, 0.100, -0.429], [0.049, -0.242, 0.144], [-0.173, 0.304, -0.095], [-0.122, 0.209, -0.116], [-0.021, 0.153, 0.073], [0.021, 0.001, 0.142], [0.001, -0.096, 0.054], [-0.034, -0.223, -0.074], [-0.051, -0.126, 0.224], [-0.080, -0.014, 0.131]],
  "nbo_charge": [0.007, -0.033, -0.258, -0.118, -0.316, 2.050, -0.877, -0.018, -0.949, -0.943, -0.173, -0.231, 0.225, 0.242, 0.215, 0.249, 0.224, -0.198, -0.197, -0.205, -0.086, -0.226, -0.343, -0.242, -0.067, -0.158, -0.214, -0.205, -0.197, -0.204, 0.203, -0.357, 0.005, -0.147, -0.131, -0.221, -0.168, -0.233, -0.100, -0.156, -0.197, 0.220, 0.216, 0.204, 0.224, 0.208, 0.217, 0.233, 0.204, 0.219, 0.219, 0.218, 0.206, 0.224, 0.217, 0.216, 0.214, 0.220, 0.217, 0.218, 0.201, 0.199, 0.231],
  "lumo_energy_ev": -2.021,
  "gap_ev": 3.02,
  "de_lowest_kj_mol": 375.9
}

***

Record 2
{
  "formula": "C4H8NO",
  "method": "the ωB97M-V functional and the def2-TZVPD basis",
  "species": ["C", "C", "C", "C", "N", "O", "H", "H", "H", "H", "H", "H", "H", "H"],
  "coordinates": [[0.4294, 0.3292, -0.0895], [1.4699, -0.5175, 0.0544], [-1.8653, -0.6889, -0.1283], [2.8740, -0.0623, -0.0265], [-3.1680, 0.0744, 0.0516], [-0.9434, 0.2086, -0.0141], [0.6320, 1.3866, -0.2410], [1.2772, -1.5677, 0.2413], [3.0453, 0.7817, 0.6367], [3.1213, 0.2642, -1.0384], [3.5492, -0.8665, 0.2467], [-3.5831, -0.2400, 0.9374], [-3.8089, -0.1991, -0.7031], [-3.0296, 1.0975, 0.0728]],
  "atomic_forces_ev_per_a": [[2.801, 0.261, -0.165], [-2.532, -0.161, -0.037], [2.598, -0.275, -0.131], [0.363, 0.235, -0.122], [0.075, 0.699, 0.142], [-3.108, -0.470, 0.201], [-0.153, -0.182, 0.002], [-0.043, -0.062, -0.005], [0.079, 0.072, 0.066], [0.014, -0.056, 0.005], [0.054, 0.019, 0.017], [-0.036, 0.030, -0.095], [0.101, 0.039, 0.119], [-0.213, -0.148, 0.004]],
  "nbo_charge": [0.049, -0.103, 0.426, -0.667, -0.787, -0.462, 0.205, 0.229, 0.245, 0.252, 0.247, 0.462, 0.462, 0.443],
  "lumo_energy_ev": -4.823,
  "total_charge": 1,
  "gap_ev": 8.98,
  "de_lowest_kj_mol": 334.3
}

***

Record 3
{
  "formula": "C4H5NO",
  "method": "the ωB97M-V functional and the def2-TZVPD basis",
  "species": ["C", "C", "C", "O", "C", "N", "H", "H", "H", "H", "H"],
  "coordinates": [[0.1311, 0.2129, -0.8882], [-0.9554, -0.6701, -0.2752], [-0.5218, -0.3423, 1.1584], [-0.8907, -0.6720, 2.2482], [0.5674, 0.5570, 0.6190], [1.5110, 1.3221, 0.9638], [1.6197, 1.4171, -0.0526], [-0.2422, 1.0469, -1.5136], [0.8667, -0.3239, -1.5184], [-0.8477, -1.7287, -0.4922], [-1.9677, -0.3273, -0.4697]],
  "atomic_forces_ev_per_a": [[-0.073, -0.065, 0.427], [-0.577, -0.468, 0.030], [-0.430, -0.364, 0.468], [0.198, 0.182, -0.488], [-0.201, -0.173, -1.169], [-0.841, -0.679, -0.790], [2.332, 1.903, 0.267], [0.147, -0.191, 0.667], [-0.154, 0.180, 0.667], [-0.226, -0.133, -0.039], [-0.176, -0.192, -0.039]],
  "nbo_charge": [-0.520, -0.520, 0.539, -0.459, 0.151, -0.482, 0.356, 0.226, 0.226, 0.240, 0.240],
  "lumo_energy_ev": -0.441,
  "gap_ev": 9.56,
  "smiles": "[H]/N=C1\\CCC1=O",
  "de_lowest_kj_mol": 229.1
}

***

Record 4
{
  "formula": "C4H8N2OS",
  "method": "the ωB97M-V functional and the def2-TZVPD basis",
  "species": ["C", "C", "C", "C", "H", "H", "H", "H", "H", "H", "H", "H", "N", "N", "O", "S"],
  "coordinates": [[-0.5952, 0.5790, -0.1654], [-0.5442, -0.8734, -0.2027], [-1.6853, -1.5009, 0.0517], [1.9045, -0.4719, 0.8385], [-2.2487, 1.5118, -1.0654], [-1.9828, 2.0798, 0.5353], [-0.0920, 1.0191, 0.7368], [0.1088, 1.0574, -0.9438], [-2.6499, -0.9525, 0.2849], [-1.5600, -2.5701, 0.1269], [1.6218, -0.4496, 1.8778], [2.7450, -0.1586, -1.3003], [-1.9295, 1.1737, -0.1573], [2.7022, 0.4246, 0.5411], [3.0966, 0.5870, -0.7566], [1.1087, -1.4555, -0.4015]],
  "atomic_forces_ev_per_a": [[1.613, 4.378, -0.291], [-1.021, 0.897, 0.770], [0.128, -1.022, 0.312], [-1.597, -0.739, 0.078], [0.291, -0.249, 0.254], [0.327, -3.100, -2.426], [-0.352, -0.899, -0.377], [-1.092, -0.848, 0.517], [1.535, -0.834, -0.633], [-0.748, -0.345, 0.062], [-0.280, -0.559, 0.198], [-0.095, 0.474, 0.327], [-0.651, 3.050, 2.010], [2.164, 1.759, -0.621], [0.031, -0.311, -0.110], [-0.253, -1.651, -0.069]],
  "nbo_charge": [-0.286, -0.199, -0.369, -0.167, 0.369, 0.371, 0.210, 0.191, 0.258, 0.202, 0.218, 0.454, -0.854, -0.068, -0.535, 0.205],
  "lumo_energy_ev": 0.703,
  "gap_ev": 9.97,
  "smiles": "C=C(CN)S/C=N\\O",
  "de_lowest_kj_mol": 371.0
}

***

The total energy results, record by record, are as follows: -2683.0065, -286.8152, -285.3273, -740.0207 a.u..